Entry 1:
Here is a single C5H12N2 molecule from the OMol25 dataset. Energies are from the ωB97M-V functional and the def2-TZVPD basis.

Output
LUMO: 1.1 eV
SMILES: C=CCCNCN
HOMO: -0.321 Ha
relative energy (zero: lowest compared OMol25 entry of this formula, charge and spin): 1.364 eV

```
19
Properties=species:S:1:pos:R:3:nbo_charge:R:1
C 1.558 0.916 -0.973 -0.1818
H -0.188 1.797 -1.620 0.2167
C -1.737 -1.375 0.570 -0.0525
N -0.826 -0.576 -0.253 -0.6498
H -2.313 -0.694 1.200 0.1704
H 2.940 2.280 -0.157 0.1903
H 1.448 0.040 -1.601 0.1963
H 3.641 0.831 -1.075 0.1978
H -2.486 -1.841 -0.069 0.1772
H -0.394 0.847 1.270 0.1549
C 2.776 1.370 -0.718 -0.3950
N -1.158 -2.403 1.390 -0.8308
H -0.671 -3.083 0.813 0.3515
H -1.683 1.267 0.169 0.1908
H 0.447 2.588 -0.143 0.2110
C -0.697 0.809 0.211 -0.2030
H 0.109 -0.969 -0.217 0.3512
C 0.272 1.627 -0.637 -0.4471
H -0.467 -2.045 2.042 0.3519
```

Entry 2:
Here is a molecular structure, C12H17BCaN6O2 from the OMol25 dataset. Energies are from the ωB97M-V functional and the def2-TZVPD basis.

Output
LUMO: -0.8 eV
HOMO: -0.312 Ha

```
39
Properties=species:S:1:pos:R:3:nbo_charge:R:1
C -1.951 -1.944 -1.512 -0.0717
H -1.982 0.795 4.170 0.2289
H 0.848 4.312 -2.435 0.2195
C -1.419 0.052 4.739 -0.7267
H 2.591 -1.370 2.173 0.2153
H -2.554 -2.756 -3.500 0.2336
H 4.828 -1.819 0.637 0.2326
H -3.054 3.132 0.742 0.2138
H -0.354 0.316 4.697 0.2215
O -2.117 -2.248 4.750 -0.6438
Ca -0.304 -2.021 1.107 1.8585
H -0.268 3.367 -0.130 0.2063
C 0.217 2.795 -0.915 -0.0520
H -2.797 -2.075 -0.844 0.2158
C 1.302 2.173 -2.772 -0.0262
H -0.055 -1.737 -4.214 0.2317
C 3.459 -1.260 -1.006 0.0121
C -1.828 -2.264 -2.876 -0.3534
C -1.626 -1.300 4.134 0.7956
H 1.924 -0.578 -3.210 -0.0425
B 1.337 -0.416 -2.193 0.5606
H -1.772 2.688 1.943 0.2132
H -1.756 0.058 5.782 0.2228
H 1.827 2.065 -3.715 0.2132
C 2.710 -1.324 1.098 -0.0717
C 0.803 3.291 -2.110 -0.3706
N 1.024 1.096 -2.013 -0.3598
H -3.436 2.033 2.112 0.2103
C 3.848 -1.538 0.304 -0.3538
N 2.164 -0.890 -0.980 -0.3122
C -0.578 -1.779 -3.269 0.0137
H 3.974 -1.227 -1.953 0.2315
O -1.190 -1.341 2.890 -1.0333
N 0.346 1.469 -0.860 -0.2975
H -2.355 1.482 0.807 0.2209
C -2.662 2.355 1.404 -0.8591
N -0.796 -1.379 -1.081 -0.4505
N 1.659 -1.019 0.301 -0.4390
N -0.006 -1.191 -2.203 -0.3080
```

Entry 3:
Here is 2 unconnected molecules or ions with the total composition C3HClFO2 from the OMol25 dataset. Energies are from the ωB97M-V functional and the def2-TZVPD basis.

Output
LUMO: 3.8 eV
total charge: -1
HOMO: -0.137 Ha
relative energy (zero: lowest compared OMol25 entry of this formula, charge and spin): 5.643 eV

```
8
Properties=species:S:1:pos:R:3:nbo_charge:R:1
O -1.737 1.445 -1.296 -0.6524
C -1.313 0.743 -0.369 0.6920
C -0.565 -0.415 0.055 -0.1183
C 1.894 -0.381 0.751 0.1271
F 2.042 0.868 0.310 -0.3947
H 2.486 -0.890 -0.086 0.0247
Cl -1.449 -1.977 -0.262 -0.1767
O -1.358 0.608 0.898 -0.5017
```

Number 1: orbital gap 9.825 eV. Number 2: orbital gap 7.683 eV. Number 3: orbital gap 7.508 eV.